[1]
Here is C29H35I2N8O3RbS3 as an isolated structure from OMol25. Energies are from ωB97M-V with the def2-TZVPD basis set.

Results
- calculated total energy (hartree) = -3604.01071
- charge = -2
- ΔE to the lowest compared entry with this formula, charge and spin (kcal/mol) = 28.3

Last column: Löwdin charge in e.
Element x y z (Å)
Rb1 0.060 0.053 -0.357  0.842
C1 0.813 3.467 -2.670  -0.214
C2 1.874 3.605 -1.560  -0.203
N1 1.344 3.294 -0.247  -0.087
C3 0.597 4.325 0.443  -0.298
C4 -0.845 4.517 -0.050  -0.455
S1 -1.795 2.968 -0.177  0.859
C5 -2.284 2.946 -1.924  -0.435
C6 -1.322 2.220 -2.895  -0.269
N2 0.062 2.255 -2.482  -0.124
H1 1.326 3.519 -3.642  0.111
H2 0.126 4.314 -2.638  0.098
H3 2.315 4.616 -1.609  0.106
H4 2.670 2.886 -1.771  0.109
H5 2.064 2.926 0.357  0.095
H6 1.104 5.306 0.389  0.105
H7 0.548 4.038 1.493  0.058
H8 -0.877 5.015 -1.018  0.052
H9 -1.359 5.161 0.666  0.061
H10 -2.472 3.979 -2.227  0.063
H11 -3.233 2.407 -1.903  0.046
H12 -1.480 2.638 -3.904  0.109
H13 -1.622 1.173 -2.923  0.104
H14 0.584 1.448 -2.799  0.054
I1 8.155 -0.312 -3.668  0.727
C7 6.126 -0.266 -3.096  -0.757
C8 5.139 -0.359 -4.065  -0.264
C9 3.818 -0.327 -3.658  -0.629
I2 2.284 -0.423 -5.090  0.854
C10 3.390 -0.206 -2.297  -0.491
O1 2.165 -0.219 -1.948  -0.291
C11 4.468 -0.073 -1.353  -0.148
C12 4.124 0.235 0.090  -0.166
N3 3.102 -0.569 0.738  -0.076
C13 3.436 -1.946 1.001  -0.169
C14 2.392 -2.573 1.913  -0.256
C15 2.581 -3.845 2.447  -0.046
C16 1.613 -4.368 3.287  -0.087
C17 0.482 -3.616 3.565  -0.070
C18 0.371 -2.367 2.974  -0.155
N4 1.302 -1.855 2.171  0.119
C19 5.790 -0.114 -1.757  -0.145
H15 5.391 -0.460 -5.112  0.069
H16 3.774 1.273 0.132  0.110
H17 5.033 0.187 0.695  0.112
H18 2.274 -0.549 0.163  -0.020
H19 4.411 -1.985 1.497  0.122
H20 3.524 -2.562 0.092  0.130
H21 3.472 -4.412 2.202  0.105
H22 1.733 -5.360 3.708  0.096
H23 -0.312 -3.992 4.196  0.100
H24 -0.514 -1.757 3.130  0.076
H25 6.572 -0.012 -1.010  0.089
C20 -4.360 -1.225 4.142  -0.021
C21 -3.155 -0.404 4.404  -0.347
N5 -2.532 -0.289 5.538  0.092
N6 -1.509 0.573 5.249  -0.008
C22 -1.477 0.992 3.970  -0.830
S2 -0.378 2.039 3.260  0.565
N7 -2.538 0.346 3.431  -0.086
N8 -3.020 0.469 2.133  0.125
H26 -4.779 -1.566 5.087  0.072
H27 -4.112 -2.076 3.504  0.038
H28 -5.089 -0.631 3.587  0.084
H29 -0.861 0.864 5.954  0.129
H30 -2.463 1.135 1.605  -0.002
H31 -2.964 -0.453 1.672  -0.032
O2 -4.477 0.520 -1.249  -0.030
C23 -3.534 -0.269 -1.052  -0.664
O3 -2.332 0.049 -0.792  -0.363
C24 -3.808 -1.761 -1.255  -0.153
C25 -4.518 -2.069 -2.417  -0.061
C26 -4.756 -3.375 -2.821  -0.136
C27 -4.284 -4.409 -2.022  -0.141
C28 -3.606 -4.124 -0.847  -0.166
C29 -3.343 -2.806 -0.422  -0.649
S3 -2.512 -2.585 1.112  0.528
H32 -4.891 -1.236 -3.003  0.103
H33 -5.293 -3.580 -3.740  0.076
H34 -4.448 -5.443 -2.309  0.079
H35 -3.258 -4.930 -0.214  0.071

[2]
Here is C45H31N4Tm as an isolated structure from OMol25. Energies are from ωB97M-V with the def2-TZVPD basis set.

Results
- calculated total energy (hartree) = -3037.61053
- charge = 0
- ΔE to the lowest compared entry with this formula, charge and spin (kcal/mol) = 0.0
- 2S+1 = 3

Last column: Löwdin spin population.
Element x y z (Å)
Tm1 11.762 12.463 7.908  2.015
C1 6.728 18.099 7.924  -0.001
C2 6.432 17.323 6.848  0.000
C3 7.323 16.324 6.363  -0.001
C4 8.461 16.045 7.111  -0.001
C5 8.787 16.889 8.177  -0.001
C6 7.956 17.915 8.623  0.000
C7 9.447 14.949 6.843  -0.007
C8 10.861 15.327 6.691  0.003
C9 11.235 16.736 6.611  -0.002
C10 12.596 16.724 6.608  0.002
C11 13.085 15.367 6.666  -0.002
N1 11.932 14.525 6.725  -0.003
C12 14.448 14.898 6.810  0.006
C13 14.822 13.478 6.793  -0.002
C14 16.170 12.914 6.576  -0.003
C15 16.120 11.613 6.797  -0.001
C16 14.753 11.222 7.101  -0.005
C17 14.301 9.953 7.664  0.008
C18 15.321 8.979 8.010  0.001
C19 16.389 9.281 8.892  0.001
C20 17.331 8.318 9.262  0.000
C21 17.340 7.121 8.606  0.001
C22 16.427 6.838 7.622  0.000
C23 15.368 7.692 7.354  0.001
C24 12.924 9.592 7.699  -0.004
N2 11.798 10.358 7.414  -0.003
C25 10.663 9.548 7.487  0.003
C26 9.271 10.022 7.455  -0.005
C27 8.165 8.981 7.599  0.000
C28 7.116 9.080 8.524  0.000
C29 6.125 8.134 8.482  0.000
C30 6.032 7.160 7.482  0.000
C31 6.968 7.129 6.498  0.000
C32 8.060 8.012 6.609  0.000
C33 8.881 11.372 7.237  0.002
C34 7.535 11.833 7.059  0.002
C35 7.592 13.183 6.823  0.002
C36 8.952 13.624 6.798  0.003
N3 9.730 12.478 7.060  -0.008
C37 11.037 8.208 7.814  -0.003
C38 12.387 8.255 7.934  0.002
N4 13.978 12.411 7.063  0.002
C39 15.499 15.942 7.103  0.001
C40 16.402 15.797 8.191  0.000
C41 17.385 16.760 8.429  0.000
C42 17.580 17.801 7.591  0.000
C43 16.686 18.052 6.526  0.000
C44 15.661 17.084 6.288  0.000
H1 6.142 19.024 8.060  0.000
H2 5.594 17.602 6.229  0.000
H3 7.125 15.776 5.443  0.000
H4 9.702 16.693 8.693  0.000
H5 8.231 18.587 9.436  0.000
H6 10.520 17.556 6.677  0.000
H7 13.236 17.591 6.504  0.000
H8 17.134 13.373 6.344  0.000
H9 16.945 10.887 6.653  0.000
H10 16.439 10.328 9.210  0.000
H11 18.100 8.699 9.979  0.000
H12 18.214 6.474 8.758  0.000
H13 16.614 5.967 6.976  0.000
H14 14.580 7.433 6.627  0.000
H15 7.037 9.832 9.330  0.000
H16 5.420 8.180 9.342  0.000
H17 5.124 6.601 7.494  0.000
H18 6.838 6.488 5.662  0.000
H19 8.843 8.036 5.834  0.000
H20 6.725 11.148 7.033  0.000
H21 6.678 13.807 6.810  0.000
H22 10.367 7.351 7.916  0.000
H23 13.031 7.386 8.184  0.000
H24 16.390 15.056 8.896  0.000
H25 18.046 16.551 9.238  0.000
H26 18.464 18.425 7.738  0.000
H27 16.721 18.986 5.981  0.000
H28 15.062 17.311 5.392  0.000
C45 12.077 12.365 10.264  -0.004
H29 13.064 12.097 10.554  0.000
H30 11.299 11.589 10.328  0.000
H31 11.653 13.215 10.801  0.000